Entry from OMol25: 2 unconnected molecules or ions with the total composition C4H5O4 (ωB97M-V with the def2-TZVPD basis set).

XYZ file:
```
13
Properties=species:S:1:pos:R:3:nbo_charge:R:1
C -0.42 1.02 -1.32 0.706
C -0.80 -0.61 1.51 -0.112
C 0.50 -0.15 1.18 -0.035
C 0.90 0.34 -0.87 0.089
O -1.10 0.17 -1.94 -0.789
O -0.56 2.22 -1.22 -0.723
O 0.23 -1.49 1.71 -0.534
O 1.13 -0.80 -1.58 -0.731
H -1.43 -0.25 2.50 0.112
H -1.59 -1.01 0.80 0.183
H 1.19 0.47 1.78 0.162
H 1.77 1.02 -0.64 0.169
H 0.18 -0.93 -1.91 0.502
```

Calculated values
total charge: -1
calculated total energy: -12416.9861 eV
HOMO energy: -4.1 eV
Kohn-Sham gap: 8.22 eV
LUMO energy: 4.079 eV
ΔE to the lowest compared entry with this formula, charge and spin: 99.52 kcal/mol
strongest force on any atom: 0.1194 hartree/bohr

Entry from OMol25: a molecular structure, C17H14ClMnNO2S2 (ωB97M-V with the def2-TZVPD basis set).

XYZ file:
```
38
Properties=species:S:1:pos:R:3:nbo_charge:R:1
C -3.23 -1.07 -1.93 -0.392
C -2.11 -1.21 -2.84 -0.182
C -1.66 0.08 -3.22 -0.273
H -1.73 -2.16 -3.24 0.258
C -2.41 1.05 -2.49 -0.247
C -3.47 0.37 -1.76 -0.444
H -4.32 0.85 -1.26 0.255
H -3.84 -1.87 -1.50 0.253
H -0.94 0.31 -4.01 0.274
H -2.33 2.13 -2.60 0.258
Mn -1.77 -0.15 -0.72 1.078
Cl -0.45 -1.91 -0.33 -0.460
C 3.21 0.18 -1.10 -0.349
C 2.66 1.39 -1.62 -0.345
C 2.04 1.09 -2.88 -0.394
H 2.74 2.36 -1.15 0.185
C 2.26 -0.30 -3.16 -0.381
C 3.00 -0.85 -2.06 -0.351
H 3.42 -1.85 -2.02 0.178
H 3.83 0.11 -0.22 0.193
H 1.48 1.80 -3.48 0.168
H 1.95 -0.85 -4.04 0.170
O 2.94 1.46 3.56 -0.922
S 2.37 0.54 2.61 2.260
O 3.16 -0.59 2.16 -0.885
N 1.68 1.31 1.27 -0.613
C 0.37 1.18 1.22 0.126
S -0.63 1.73 -0.07 -0.126
C -0.22 0.46 2.35 -0.134
C -1.54 0.06 2.54 -0.185
C -1.85 -0.69 3.67 -0.202
C -0.85 -1.06 4.58 -0.203
C 0.49 -0.72 4.35 -0.203
C 0.78 0.01 3.21 -0.215
H -2.30 0.37 1.82 0.198
H -2.89 -0.98 3.85 0.211
H -1.13 -1.60 5.49 0.212
H 1.29 -1.00 5.03 0.229
```

Calculated values
total charge: -1
calculated total energy: -88953.0627 eV
HOMO energy (spin up / spin down): -2.2 / -2.3 eV
Kohn-Sham gap (spin up / spin down): 2.53 / 3.93 eV
LUMO energy (spin up / spin down): 0.353 / 1.656 eV
ΔE to the lowest compared entry with this formula, charge and spin: 1.82 kcal/mol
strongest force on any atom: 0.0589 hartree/bohr
spin multiplicity: 5
⟨S²⟩: 6.22

Entry from OMol25: a molecular structure, C16H46N4O6Ti (ωB97M-V with the def2-TZVPD basis set).

XYZ file:
```
73
Properties=species:S:1:pos:R:3:mulliken_spin:R:1
Ti 11.08 -17.07 3.59 2.991
O 7.33 -17.68 3.83 0.005
H 6.70 -16.95 4.03 -0.001
O 11.57 -18.84 0.03 -0.003
H 11.78 -19.14 -0.87 0.000
C 9.79 -14.68 -5.03 0.000
C 10.45 -15.78 -4.25 0.000
C 11.86 -16.22 -4.73 0.000
O 12.72 -15.08 -4.76 0.000
C 14.02 -15.26 -5.32 0.000
N 10.48 -15.33 -2.87 0.000
H 8.78 -14.45 -4.70 0.000
H 9.73 -14.99 -6.07 0.000
H 10.36 -13.78 -4.78 0.000
H 9.83 -16.68 -4.22 0.000
H 11.72 -16.84 -5.61 0.000
H 12.19 -16.78 -3.86 0.000
H 14.73 -14.68 -4.74 0.000
H 14.11 -14.79 -6.30 0.000
H 14.47 -16.25 -5.22 0.000
H 10.83 -14.38 -2.81 0.000
H 11.02 -15.97 -2.31 0.000
C 11.73 -20.04 10.27 0.000
C 10.53 -20.40 9.25 0.006
C 9.15 -20.93 9.81 0.000
O 9.24 -21.84 10.85 0.000
C 8.01 -22.34 11.39 0.000
N 10.22 -19.34 8.36 -0.004
H 12.64 -20.15 9.68 0.000
H 11.71 -20.98 10.82 0.000
H 11.61 -19.22 10.97 0.000
H 10.88 -21.20 8.61 0.000
H 8.47 -21.38 9.09 0.000
H 8.46 -20.12 10.08 0.000
H 7.41 -22.85 10.64 0.000
H 7.38 -21.51 11.70 0.000
H 8.23 -22.85 12.33 0.000
H 9.75 -18.61 8.88 0.002
H 9.50 -19.54 7.69 -0.002
C 11.07 -11.10 5.14 -0.005
C 10.50 -11.12 3.71 0.020
C 11.52 -10.45 2.79 0.000
O 11.14 -10.68 1.46 0.002
C 12.09 -10.28 0.51 0.000
N 10.28 -12.43 3.28 -0.016
H 11.12 -10.08 5.50 -0.001
H 12.01 -11.64 5.25 0.001
H 10.33 -11.72 5.65 0.002
H 9.51 -10.66 3.61 0.002
H 12.53 -10.80 3.02 0.001
H 11.33 -9.39 2.89 -0.001
H 11.90 -10.84 -0.41 0.000
H 13.14 -10.31 0.77 0.000
H 11.85 -9.23 0.31 0.000
H 10.01 -12.33 2.31 0.007
H 9.54 -12.84 3.83 -0.008
C 16.87 -16.29 5.28 -0.005
C 16.99 -15.22 4.17 0.005
C 18.46 -15.13 3.65 0.000
O 19.47 -14.90 4.65 0.000
C 20.83 -14.81 4.13 0.000
N 16.03 -15.79 3.23 -0.005
H 17.28 -15.80 6.17 0.000
H 17.61 -17.09 5.23 0.000
H 15.87 -16.55 5.63 0.006
H 16.67 -14.23 4.52 0.001
H 18.41 -14.44 2.81 0.000
H 18.81 -16.08 3.24 0.000
H 21.44 -14.74 5.03 0.000
H 20.85 -13.86 3.61 0.000
H 21.11 -15.61 3.44 0.000
H 16.17 -16.72 2.86 0.000
H 16.03 -15.42 2.29 0.001
```

Calculated values
total charge: -1
calculated total energy: -58686.2065 eV
HOMO energy (spin up / spin down): -3.1 / -3.1 eV
Kohn-Sham gap (spin up / spin down): 4.81 / 4.57 eV
LUMO energy (spin up / spin down): 1.722 / 1.475 eV
ΔE to the lowest compared entry with this formula, charge and spin: 213.00 kcal/mol
strongest force on any atom: 0.0662 hartree/bohr
spin multiplicity: 4
⟨S²⟩: 3.75

Repeat the second record exactly.
Entry from OMol25: a molecular structure, C17H14ClMnNO2S2 (ωB97M-V with the def2-TZVPD basis set).

XYZ file:
```
38
Properties=species:S:1:pos:R:3:nbo_charge:R:1
C -3.23 -1.07 -1.93 -0.392
C -2.11 -1.21 -2.84 -0.182
C -1.66 0.08 -3.22 -0.273
H -1.73 -2.16 -3.24 0.258
C -2.41 1.05 -2.49 -0.247
C -3.47 0.37 -1.76 -0.444
H -4.32 0.85 -1.26 0.255
H -3.84 -1.87 -1.50 0.253
H -0.94 0.31 -4.01 0.274
H -2.33 2.13 -2.60 0.258
Mn -1.77 -0.15 -0.72 1.078
Cl -0.45 -1.91 -0.33 -0.460
C 3.21 0.18 -1.10 -0.349
C 2.66 1.39 -1.62 -0.345
C 2.04 1.09 -2.88 -0.394
H 2.74 2.36 -1.15 0.185
C 2.26 -0.30 -3.16 -0.381
C 3.00 -0.85 -2.06 -0.351
H 3.42 -1.85 -2.02 0.178
H 3.83 0.11 -0.22 0.193
H 1.48 1.80 -3.48 0.168
H 1.95 -0.85 -4.04 0.170
O 2.94 1.46 3.56 -0.922
S 2.37 0.54 2.61 2.260
O 3.16 -0.59 2.16 -0.885
N 1.68 1.31 1.27 -0.613
C 0.37 1.18 1.22 0.126
S -0.63 1.73 -0.07 -0.126
C -0.22 0.46 2.35 -0.134
C -1.54 0.06 2.54 -0.185
C -1.85 -0.69 3.67 -0.202
C -0.85 -1.06 4.58 -0.203
C 0.49 -0.72 4.35 -0.203
C 0.78 0.01 3.21 -0.215
H -2.30 0.37 1.82 0.198
H -2.89 -0.98 3.85 0.211
H -1.13 -1.60 5.49 0.212
H 1.29 -1.00 5.03 0.229
```

Calculated values
total charge: -1
calculated total energy: -88953.0627 eV
HOMO energy (spin up / spin down): -2.2 / -2.3 eV
Kohn-Sham gap (spin up / spin down): 2.53 / 3.93 eV
LUMO energy (spin up / spin down): 0.353 / 1.656 eV
ΔE to the lowest compared entry with this formula, charge and spin: 1.82 kcal/mol
strongest force on any atom: 0.0589 hartree/bohr
spin multiplicity: 5
⟨S²⟩: 6.22

> Among the records above, which one has the highest strongest force on any atom?

C4H5O4

> The lowest calculated total energy belongs to which entry?

C17H14ClMnNO2S2